[1]
A structure of composition C20H31N4Os in a non-equilibrium geometry, computed with ωB97M-V/def2-TZVPD.

Geometry as XYZ:
```
56
Properties=species:S:1:pos:R:3:forces:R:3:mulliken_charge:R:1
C -1.5198 -1.6231 -1.6509 -1.31 -0.44 0.67 -0.53
H -1.9412 0.4710 -3.7777 -0.07 0.04 -0.07 0.45
H 1.8640 1.4076 -2.0841 0.19 -0.21 0.34 0.46
N -0.4404 0.5456 2.3841 -0.11 -0.02 0.05 0.53
H 2.1833 -1.5123 1.1400 0.19 0.07 -0.24 0.56
H -2.5348 0.4120 2.1966 0.12 -0.04 0.29 0.39
N -0.6978 2.8270 3.2744 -0.03 -0.33 -0.16 -0.02
H -0.0053 -2.5649 1.2031 -0.22 -0.06 -0.52 0.55
H -2.2168 3.0486 4.7337 0.05 -0.23 -0.30 0.33
C 0.6163 1.1413 -4.1450 0.24 -0.04 0.70 -1.99
H -0.4965 -2.9072 -3.1692 -0.18 -0.07 0.73 0.48
H 2.6965 -0.9034 -3.1770 0.15 -0.03 0.28 0.53
C -0.6361 -2.6308 -2.1179 0.15 -0.23 -1.20 -0.26
N -2.0708 1.0036 4.1804 0.33 0.04 -0.27 0.03
H 1.6834 1.2193 -3.9497 0.05 0.00 -0.24 0.38
C 0.0676 -3.1448 -0.9947 -0.40 -2.63 1.40 -1.26
C -1.3885 -0.2489 -4.3845 -0.02 -0.21 0.61 -1.97
H 0.5318 2.2709 1.6525 -0.30 0.04 0.16 0.25
H 0.1562 3.1283 5.1812 0.07 -0.16 -0.22 0.34
H -1.2102 1.3420 6.0852 0.08 -0.15 -0.26 0.32
H -1.4927 0.0549 -5.4343 0.02 0.02 0.08 0.49
C -1.3624 -1.5139 -0.2376 -0.67 -0.06 -0.13 -0.04
Os 0.5697 -1.0672 -1.2173 -2.85 5.21 -1.73 1.16
H -1.2389 2.2054 1.3325 0.33 -0.13 0.24 0.28
C 0.3458 2.5227 4.2849 -0.43 -0.33 -0.24 -0.71
C 0.5822 0.2863 3.4263 -0.42 0.49 0.49 -0.69
N 0.3368 1.0912 4.6543 -0.08 -0.31 -0.29 0.05
H -1.8688 -0.7933 0.4024 0.28 -0.23 -0.18 0.33
H 1.9001 -1.1794 -4.8902 -0.10 0.05 -0.07 0.36
H -1.8674 -1.2244 -4.2884 0.01 -0.01 -0.14 0.36
C 0.8118 -1.2108 -4.9754 0.12 -0.17 0.50 -1.53
H -1.7700 -0.8612 3.2144 -0.09 0.28 -0.02 0.26
H 0.5615 -0.7824 3.6978 -0.02 0.33 -0.11 0.28
C 2.6168 -1.6982 -1.0767 2.13 -0.39 1.19 -1.22
H 0.5630 -0.9112 -6.0051 0.06 -0.09 0.12 0.46
H 1.5771 0.5333 3.0255 -0.22 0.00 0.14 0.24
H -2.8034 2.6621 3.0810 0.26 -0.05 0.24 0.33
H 0.4527 1.5035 -5.1643 -0.09 0.00 -0.08 0.49
C -0.4471 1.9933 2.0739 -0.12 0.20 0.62 -0.64
C -1.0080 0.7409 5.1880 0.08 0.19 -0.72 -0.67
C -2.0240 2.4498 3.8302 0.45 -0.45 -0.13 -0.70
H -2.1473 -0.9973 -2.2703 0.06 -0.16 0.30 0.53
C -0.3595 -2.4433 0.1770 -0.65 -1.72 0.58 -0.43
H 0.8143 -3.9358 -1.0336 -0.36 0.20 0.09 0.52
H 0.0921 1.8175 -3.4672 -0.02 0.14 -0.03 0.43
H -1.0349 -0.3250 5.4577 0.09 0.29 -0.08 0.33
C 2.2469 -1.0673 0.1538 2.11 -0.26 0.42 -0.97
H 1.3336 2.7844 3.8761 -0.29 -0.07 0.11 0.33
C 1.9570 0.3001 -0.1454 0.52 0.12 -0.25 0.41
H 2.8983 -2.7284 -1.2132 0.15 0.01 0.10 0.55
C -1.7666 0.2095 2.9597 0.20 0.46 0.49 -0.84
C 2.5163 -0.7363 -2.1254 0.18 -0.03 -0.50 -0.11
C 2.1036 0.4982 -1.5468 1.08 0.64 0.57 -0.67
C 0.0880 -0.2635 -4.0298 -0.46 0.52 -3.26 1.80
H 0.5075 -2.2557 -4.8597 -0.02 0.11 -0.08 0.25
H 1.6753 1.0597 0.5647 -0.22 -0.15 0.00 0.42
```
Positions in Å, forces in eV/Å.

DFT total energy = -1089.8732 a.u.
Lowest unoccupied orbital energy (spin up / spin down) = -2.3798 / -5.8372 eV
Gap between HOMO and LUMO (spin up / spin down) = 6.31 / 5.30 eV
⟨S²⟩ = 6.01
Spin multiplicity = 5
Total charge = +1

***

[2]
The molecule C3H7NO2, computed with ωB97M-V/def2-TZVPD.

Geometry as XYZ:
```
13
Properties=species:S:1:pos:R:3:forces:R:3:mulliken_charge:R:1
C 1.1005 0.7996 -0.1180 0.07 0.02 -0.05 0.46
H -1.2117 -0.2692 -1.4371 0.06 -0.02 0.16 0.33
H -2.4760 -0.4853 0.4934 0.12 0.03 0.05 0.30
H -0.1815 0.9272 1.4619 0.20 0.07 0.02 0.24
C -0.8568 -0.8215 -0.5554 0.17 -0.10 -0.31 -0.32
H 1.1537 -0.9703 -1.2854 -0.08 0.04 0.14 0.27
H -1.0464 -1.8903 -0.7243 -0.01 0.15 -0.01 0.30
C 0.6445 -0.6307 -0.3798 0.04 -0.08 -0.05 -0.60
H 0.9775 -1.2489 0.4618 -0.03 0.05 -0.11 0.31
N 0.6760 1.3033 1.0785 -0.01 0.11 -0.12 -0.39
O -1.5264 -0.3836 0.6197 -0.27 -0.06 0.08 -0.54
O 1.8393 1.4021 -0.8767 -0.19 -0.17 0.24 -0.62
H 0.9072 2.2674 1.2613 -0.09 -0.03 -0.04 0.25
```
Positions in Å, forces in eV/Å.

Relative energy (zero: lowest compared OMol25 entry of this formula, charge and spin) = 51.8 kJ/mol
DFT total energy = -323.7612 a.u.
Lowest unoccupied orbital energy = 0.6301 eV
SMILES string = NC(=O)CCO
Gap between HOMO and LUMO = 10.21 eV

***

[3]
A structure of composition C33H54O33 in a non-equilibrium geometry, computed with ωB97M-V/def2-TZVPD.

Geometry as XYZ:
```
120
Properties=species:S:1:pos:R:3:forces:R:3:mulliken_charge:R:1
C -3.4272 10.8696 12.4392 0.88 -0.42 -1.94 -0.22
H -1.7234 16.9664 11.0057 -0.06 1.66 -2.97 -0.14
C -1.7160 14.2284 9.8707 0.84 -2.08 -2.09 0.58
O -4.2025 13.0166 12.1138 0.04 0.17 -0.98 -0.40
H 1.8457 17.1632 11.0667 1.58 -1.31 -0.96 0.18
H -0.5324 13.4502 13.4357 0.64 1.44 -0.21 0.05
H -0.9498 19.9008 11.3834 -0.99 -0.34 0.80 0.02
C -0.4335 19.5940 12.2931 -0.30 0.68 -0.01 0.69
C -1.9098 14.9214 12.5547 -0.12 -1.19 1.03 0.64
O -1.9082 14.7910 8.6064 0.21 0.42 -3.75 -0.37
C 0.9839 19.5612 11.8474 1.72 1.58 -0.28 -0.29
H 0.7332 14.5354 5.8775 -0.42 -0.37 -0.34 -0.07
O -3.0693 17.9082 12.7411 -4.31 -3.78 3.39 -0.43
O -1.7914 12.5101 16.5570 -1.34 4.79 0.71 -0.27
C -1.3138 14.1596 7.4928 2.29 -0.81 1.97 0.75
O 0.0090 13.2173 11.6891 -0.76 -3.28 -1.02 0.02
H -2.9228 17.2048 9.7729 0.27 -0.15 -0.79 0.47
C -4.2734 15.3346 14.8534 -2.75 1.49 0.86 0.14
O 0.2772 15.3435 13.0420 -5.54 0.06 0.61 0.19
O -2.0869 12.8361 14.3391 -1.31 -1.52 1.01 0.36
O -1.6058 15.9917 17.2591 -1.03 1.41 -0.77 -0.30
C 2.7341 16.5569 11.2438 -0.01 1.04 -1.96 0.64
O -1.0906 17.1333 15.5006 -1.64 -0.23 2.24 -0.27
H -3.2046 11.8783 10.5832 -0.58 0.50 -0.14 0.94
C -0.6596 16.2579 16.3717 4.37 -0.59 0.99 0.94
H 2.0065 14.2746 6.7643 0.24 0.28 0.80 0.07
C -0.1533 16.3283 12.3039 -1.38 2.51 -1.94 -1.94
H -5.8936 16.7306 15.3324 -0.34 -0.23 -0.15 0.24
H -0.5672 10.9971 16.1516 -0.12 -0.21 1.16 0.43
H -2.8470 14.8890 13.1103 0.51 0.19 -0.87 0.68
C 2.6181 15.4878 9.0037 1.63 2.90 1.30 0.40
O 0.5425 18.3759 10.3909 -1.48 -3.04 -11.99 -0.14
C -3.7758 17.0814 13.4269 3.30 2.79 0.18 0.29
O -3.2070 16.2326 14.4394 -2.26 1.05 -1.83 0.05
H 0.2622 16.9465 14.0568 0.12 1.04 0.89 0.00
H -0.7947 13.6464 9.8488 0.28 0.91 -0.12 0.16
H 2.5940 15.6951 11.8964 -0.18 1.69 -2.97 0.16
H -0.7520 18.7346 12.8830 -0.18 1.26 -2.57 -0.90
H 2.2669 14.1187 14.0091 0.16 0.36 0.85 0.62
O 0.5318 15.8194 16.4343 -3.68 0.79 -0.57 -0.69
O 1.0754 17.6759 8.2067 1.54 2.19 3.70 -0.38
C 2.9906 14.7428 6.7824 -0.29 -0.24 -2.09 -0.69
O 0.7992 11.4520 10.5951 0.23 -0.22 -0.45 -0.43
H -0.8404 15.2876 18.9523 -0.22 -0.22 0.37 0.37
C -0.7574 14.5162 13.4707 -1.85 -0.94 1.56 -0.62
H -2.3265 10.6707 16.2643 0.06 -0.38 -0.09 0.31
H -2.3422 14.4058 18.4877 -0.43 0.89 -0.36 0.24
C 1.2389 13.5861 11.1690 -0.24 1.63 -0.09 1.00
C -5.1665 12.3141 12.7860 1.72 -0.11 0.70 0.56
C -5.5454 16.1125 14.5048 0.96 -1.16 -0.51 -0.62
O 3.3336 16.1616 9.9851 0.21 -1.88 -2.31 -0.54
O -5.0919 16.9582 13.4756 0.61 1.70 -1.99 -0.42
O -2.7252 14.4563 15.8687 3.98 -5.01 0.31 -0.01
H -2.1114 12.5802 11.7389 -1.53 0.23 0.78 0.40
H -1.9432 14.3812 11.6086 -0.63 -1.11 3.44 -0.11
H -1.0280 14.6373 14.5196 0.77 1.42 -0.44 -0.20
H -2.6481 10.6282 13.1623 -2.45 0.04 -2.17 -0.46
H 1.5280 17.1259 6.3301 0.25 0.80 0.05 0.25
C 4.5902 15.6933 13.9511 0.14 0.66 1.21 0.43
C 1.6016 12.5648 10.1549 -0.04 1.36 0.34 -0.87
H 1.0065 14.5648 10.7492 1.01 -0.09 0.00 -0.67
C -0.2287 14.7854 5.4300 1.47 -1.93 -0.88 -0.43
O -0.8194 11.2085 12.1316 -0.29 -1.61 -0.93 -0.47
C -1.5658 11.3871 15.9543 2.29 -7.01 -1.71 -0.92
C -0.1096 11.8891 11.4757 2.28 0.65 0.02 -0.07
C -1.4767 11.4916 14.4290 -0.31 0.65 3.59 0.07
C -0.3068 17.7377 14.5449 1.23 -0.79 -0.38 0.33
O -0.8112 13.0301 7.5936 -1.41 2.58 -0.79 -0.62
H 1.5205 18.6127 11.8209 0.48 2.05 1.35 -0.38
H -2.3658 13.3665 10.0223 -0.71 0.91 -0.23 0.42
O -1.5300 16.2096 12.0679 3.04 -2.79 4.54 -0.03
O 3.3564 15.8856 13.4352 1.94 0.89 2.83 -0.27
C -1.9339 17.5295 10.0964 -0.73 1.87 -0.77 -0.93
H 2.6740 12.5190 10.3446 0.06 -1.35 -0.85 0.50
H 3.3757 17.2706 11.7605 0.68 -0.37 -0.63 0.63
H 0.9479 19.8878 10.8081 1.24 1.66 0.98 0.53
O 1.6048 20.4738 12.6678 2.79 0.99 0.90 -0.46
O 1.1375 21.7033 14.4603 -0.48 -0.09 -0.53 -0.65
H 0.0308 15.5983 4.7517 -0.98 0.74 0.57 0.29
H -2.0416 10.6676 13.9932 1.20 1.03 1.99 0.20
O 5.3073 16.9030 13.8414 -1.37 -1.52 0.05 -0.26
C 0.2579 17.8315 9.2897 -0.22 1.97 0.91 0.21
C 0.6537 17.2871 6.9607 -0.36 -1.08 -0.45 0.04
H -3.4615 10.0272 11.7484 -0.16 -0.04 -0.04 0.48
C 0.7893 21.0191 13.5285 1.35 1.03 1.57 0.57
H -1.7576 14.9372 10.6977 0.32 0.73 -3.56 -1.76
H 3.0311 15.5881 6.0954 -0.48 0.20 -0.02 0.34
O -4.6894 11.0429 13.0076 -1.45 0.94 0.35 -0.39
O 3.4890 15.1671 7.9991 -0.22 -0.03 2.47 -0.46
C -2.2779 13.3561 15.6346 0.01 1.35 -0.32 0.37
H -6.2395 15.4370 14.0047 -0.55 0.23 0.68 0.40
H -4.2726 14.3133 14.4725 0.09 0.50 -1.03 -0.63
H 0.0079 18.0820 6.5877 -0.40 -0.67 -0.55 0.36
H 3.6298 14.0270 6.2655 0.51 -0.23 0.75 0.42
H 7.2401 16.2300 14.1237 -0.10 -0.36 0.29 0.31
C 2.4438 14.8336 13.2055 4.32 -1.90 1.74 -1.51
H 1.4915 15.2570 12.8860 4.17 -0.97 0.48 -0.37
H 0.2989 16.2625 7.0718 -0.85 0.88 -0.25 -0.40
H -0.5631 13.9758 4.7813 -0.01 -0.20 0.17 0.36
O -0.9608 17.4604 9.0157 -1.15 -0.87 -0.31 -0.31
H -0.4684 11.2949 14.0645 -0.07 1.41 0.27 0.48
H 1.3255 12.9951 9.1923 0.04 -1.05 -0.40 0.07
H -1.0314 18.1684 13.8538 0.02 -0.70 1.61 1.20
H -2.0593 18.5684 10.4014 0.06 0.05 -0.26 0.60
O -6.1502 12.7979 13.2559 0.44 -0.53 -0.58 -0.52
H 1.9407 13.6212 12.0023 -1.42 -0.98 -1.47 -0.14
H 2.8812 14.2065 12.4286 1.54 0.70 0.95 1.35
H 7.1025 17.9153 14.2296 -0.81 0.32 -0.04 0.26
O 0.5216 17.2331 11.9000 -4.14 -5.93 5.49 1.59
H 0.4250 18.4548 14.9168 -0.29 0.25 0.28 0.56
O 4.9426 14.6796 14.5100 0.25 0.99 -0.84 -0.57
C -3.1169 12.1740 11.6286 -1.69 -1.68 1.18 -0.25
O -0.4302 20.6656 13.2408 -2.54 0.09 0.34 -0.47
H 6.5035 16.9268 15.5967 -0.24 -0.03 -0.12 0.29
C 6.5769 17.0030 14.5119 0.48 -0.91 -0.46 -0.73
O -1.1337 15.0358 6.4519 -2.62 0.01 2.25 -0.30
H -0.8497 14.1437 17.6517 0.09 0.20 0.15 0.38
C -1.4504 14.9188 18.1277 2.29 -0.98 0.94 -0.84
H -4.2430 15.1494 15.9271 -0.97 1.10 -0.47 0.58
O 1.4168 15.3992 8.9901 0.29 -1.37 -0.34 0.17
```
Positions in Å, forces in eV/Å.

Relative energy (zero: lowest compared OMol25 entry of this formula, charge and spin) = 2477.9 kJ/mol
DFT total energy = -3771.8853 a.u.
Lowest unoccupied orbital energy = -0.0837 eV
Gap between HOMO and LUMO = 8.85 eV